Record 1
Entry from OMol25: a structure of composition Br2H2O2Si at a distorted geometry (wB97M-V/def2-TZVPD).

```
7
Properties=species:S:1:pos:R:3:lowdin_charge:R:1
O 1.328 -0.096 1.206 -0.414
O 0.210 0.116 -1.631 -0.157
Si -0.387 0.330 -0.154 -0.277
Br -1.706 -1.361 0.325 0.379
Br -1.369 2.229 0.290 0.432
H 1.174 -0.740 1.995 0.017
H 0.750 -0.477 -2.031 0.020
```

Summary:
2S+1   1
Energy   -152092.7095 eV
HOMO level   -0.375 Eh
Energy above the lowest of the compared OMol25 structures with the same formula, charge and spin   63.5 kcal/mol
Max |F|   5.2 eV/A
E_LUMO   -0.255 eV
Charge   0
Gap between HOMO and LUMO   10.0 eV

Record 2
Entry from OMol25: the molecule Br2H2O2Si at a distorted geometry (wB97M-V/def2-TZVPD).

```
7
Properties=species:S:1:pos:R:3:lowdin_charge:R:1
O -0.857 -0.163 1.228 -0.182
O -0.713 -0.315 -1.357 -0.138
Si 0.104 -0.181 -0.025 -0.588
Br 1.284 1.710 0.206 0.367
Br 1.513 -1.875 -0.099 0.406
H -0.725 0.437 2.003 0.092
H -0.605 0.388 -1.957 0.043
```

Summary:
2S+1   1
Energy   -152095.2453 eV
HOMO level   -0.391 Eh
Energy above the lowest of the compared OMol25 structures with the same formula, charge and spin   5.0 kcal/mol
SMILES   O[Si](O)(Br)Br
Max |F|   2.6 eV/A
E_LUMO   0.255 eV
Charge   0
Gap between HOMO and LUMO   10.9 eV

Record 3
Entry from OMol25: a cluster of 2 separate species, Br2O3PS in total at a distorted geometry (wB97M-V/def2-TZVPD).

```
7
Properties=species:S:1:pos:R:3:lowdin_charge:R:1
O 1.589 0.353 -1.589 -0.445
O 0.855 0.337 0.909 -0.517
O 2.625 -1.192 0.051 -0.435
P -2.385 0.021 1.251 -0.056
S 1.466 -0.326 -0.269 0.427
Br -2.689 1.950 0.272 -0.011
Br -1.461 -1.143 -0.625 0.038
```

Summary:
2S+1   1
Energy   -166352.2092 eV
HOMO level (spin up / spin down)   -0.107 / -0.175 Eh
Energy above the lowest of the compared OMol25 structures with the same formula, charge and spin   72.4 kcal/mol
Max |F|   2.3 eV/A
E_LUMO (spin up / spin down)   1.496 / 2.921 eV
Charge   -1
Gap between HOMO and LUMO (spin up / spin down)   4.4 / 7.7 eV

Record 4
Entry from OMol25: a cluster of 2 separate species, Br2O3S in total at a distorted geometry (wB97M-V/def2-TZVPD).

```
6
Properties=species:S:1:pos:R:3:lowdin_charge:R:1
O 1.250 -0.460 0.751 -0.520
O 0.462 -2.731 0.732 -0.405
O -1.157 -0.184 -0.724 -0.911
S 1.023 -1.663 -0.035 0.881
Br -0.981 1.244 0.019 0.791
Br -3.405 1.615 -0.166 0.164
```

Summary:
2S+1   1
Energy   -157058.2060 eV
HOMO level   -0.371 Eh
Energy above the lowest of the compared OMol25 structures with the same formula, charge and spin   27.7 kcal/mol
Max |F|   2.4 eV/A
E_LUMO   -2.880 eV
Charge   0
Gap between HOMO and LUMO   7.2 eV

Record 5
Entry from OMol25: the molecule Br4H2N3P3 at a distorted geometry (wB97M-V/def2-TZVPD).

```
12
Properties=species:S:1:pos:R:3:lowdin_charge:R:1
N -0.170 -1.264 -0.992 -0.263
N 0.150 -0.038 -0.719 -0.290
N 0.354 0.645 0.312 0.129
P -3.412 -1.372 -0.897 0.213
P -1.465 -2.150 -0.363 -0.224
P -2.832 0.492 0.225 -0.384
Br -1.204 -2.791 1.928 0.098
Br -1.363 -4.187 -1.356 0.246
Br -2.680 1.940 -1.463 0.082
Br -4.637 1.191 1.242 0.134
H 0.575 0.367 -1.654 0.215
H 0.331 0.130 1.158 0.044
```

Summary:
2S+1   1
Energy   -312537.7581 eV
HOMO level   -0.304 Eh
Energy above the lowest of the compared OMol25 structures with the same formula, charge and spin   5.3 kcal/mol
Max |F|   3.1 eV/A
E_LUMO   -1.372 eV
Charge   0
Gap between HOMO and LUMO   6.9 eV

Record 6
Entry from OMol25: a structure of composition Br4Mg at a distorted geometry (wB97M-V/def2-TZVPD).

```
5
Properties=species:S:1:pos:R:3:lowdin_spin:R:1
Mg -0.073 -0.026 -0.014 -0.034
Br 1.549 -0.959 1.806 0.534
Br 1.131 1.814 -1.006 0.422
Br -2.005 0.739 1.048 0.031
Br -0.601 -1.568 -1.834 0.047
```

Summary:
2S+1   2
Energy   -285621.8371 eV
HOMO level (spin up / spin down)   -0.212 / -0.210 Eh
Energy above the lowest of the compared OMol25 structures with the same formula, charge and spin   1.4 kcal/mol
Max |F|   1.1 eV/A
E_LUMO (spin up / spin down)   3.054 / -1.832 eV
Charge   -1
Gap between HOMO and LUMO (spin up / spin down)   8.8 / 3.9 eV